Computed, not measured: C4H8N2 in the gas phase at a distorted geometry, with the ωB97M-V functional and the def2-TZVPD basis.

M   84.12 g mol⁻¹
LUMO   0.965 eV
Multiplicity   1
ΔE to the lowest compared entry with this formula, charge and spin   67.4 kcal per mole
Energy   -266.6145 Ha
HOMO-LUMO gap   7.4 eV

XYZ file:
```
14
Properties=species:S:1:pos:R:3:forces:R:3
N 0.2118 -1.2692 -0.4361 -1.762 -0.611 0.938
N -0.1289 1.3958 -0.1215 1.786 -1.642 0.722
C -1.2218 0.7087 0.0496 -3.680 -1.975 0.676
C 1.1203 0.9056 -0.0158 -0.606 -0.901 0.383
C 1.2808 -0.5505 0.2791 -0.225 -0.259 -1.475
C -1.1490 -0.8398 0.1058 1.960 0.461 0.706
H -2.2586 1.1411 0.2426 1.913 0.023 -0.772
H 0.2263 -0.9376 -1.3728 0.039 0.107 -1.070
H -0.2087 2.3135 -0.4360 -0.159 1.960 -0.214
H -1.9327 -1.3246 -0.4879 0.182 0.299 -0.039
H 1.9652 1.4940 -0.1377 0.935 1.405 -0.540
H -1.2486 -1.2479 1.1576 0.093 0.425 -1.043
H 1.0769 -0.8316 1.2988 0.639 0.038 0.776
H 2.2669 -0.9575 -0.1256 -1.114 0.670 0.951
```
Positions in Å, forces in eV/Å.